Record 1
{"formula": "C20H21AuCl5N2O7PS", "method": "wB97M-V/def2-TZVPD", "species": ["Au", "C", "C", "C", "C", "C", "C", "C", "S", "O", "O", "N", "C", "C", "C", "O", "O", "H", "H", "H", "H", "H", "H", "H", "H", "H", "H", "H", "H", "N", "C", "C", "O", "P", "O", "C", "O", "C", "H", "H", "H", "H", "H", "H", "H", "H", "H", "Cl", "C", "C", "C", "Cl", "C", "Cl", "C", "Cl", "C", "Cl"], "positions_angstrom": [[2.285, -0.179, 3.854], [-3.220, -1.200, -6.257], [-2.376, -0.783, -5.083], [-2.173, 0.564, -4.790], [-1.428, 0.947, -3.687], [-0.872, -0.019, -2.865], [-1.052, -1.366, -3.148], [-1.797, -1.741, -4.249], [0.093, 0.457, -1.450], [-0.294, -0.385, -0.354], [-0.020, 1.885, -1.320], [1.618, 0.064, -1.955], [2.377, -0.887, -1.103], [2.890, -0.289, 0.188], [3.949, -1.247, 0.851], [4.692, -1.850, 0.044], [3.965, -1.276, 2.098], [-3.308, -0.392, -6.982], [-4.227, -1.473, -5.932], [-2.785, -2.069, -6.752], [-2.610, 1.316, -5.436], [-1.268, 1.989, -3.443], [-0.602, -2.102, -2.494], [-1.939, -2.793, -4.471], [2.132, 0.931, -2.081], [3.222, -1.257, -1.684], [1.706, -1.720, -0.890], [2.076, -0.094, 0.886], [3.414, 0.650, -0.027], [2.385, -2.799, 5.551], [2.334, -1.829, 4.917], [-2.395, -1.675, 4.235], [-1.266, -0.966, 3.771], [-0.911, -0.769, 2.191], [-1.304, -2.332, 1.832], [-1.181, -2.930, 0.566], [-2.368, -0.146, 1.651], [-2.461, 1.188, 1.194], [-2.510, -1.426, 5.291], [-2.246, -2.753, 4.138], [-3.294, -1.383, 3.686], [-1.524, -3.961, 0.678], [-0.146, -2.929, 0.216], [-1.803, -2.420, -0.176], [-3.238, 1.222, 0.424], [-1.528, 1.543, 0.758], [-2.744, 1.861, 2.008], [-0.473, 1.818, 3.809], [0.921, 2.478, 3.019], [2.121, 1.757, 3.044], [3.203, 2.430, 2.459], [4.770, 1.699, 2.523], [3.096, 3.675, 1.842], [4.475, 4.442, 1.133], [1.871, 4.332, 1.814], [1.719, 5.881, 1.067], [0.778, 3.733, 2.427], [-0.730, 4.577, 2.464]], "atomic_forces_ev_per_a": [[-0.16, 1.21, -0.05], [0.04, -0.02, 0.05], [0.08, 0.11, 0.10], [-0.11, -0.23, -0.13], [0.14, 0.07, 0.24], [-0.16, 0.02, -0.09], [0.08, 0.05, 0.18], [-0.08, 0.05, -0.09], [0.52, 0.18, -0.12], [0.09, -0.03, -0.87], [0.00, -0.04, -0.25], [-0.47, 0.23, 0.36], [0.08, -0.08, 0.14], [0.26, -0.40, 0.09], [-0.07, 0.21, 0.21], [0.05, -0.07, -0.18], [0.08, -0.16, -0.57], [-0.01, -0.01, -0.03], [0.00, 0.00, -0.02], [-0.03, 0.00, -0.05], [0.00, 0.03, 0.01], [-0.03, 0.02, -0.02], [-0.03, -0.07, -0.02], [0.01, -0.02, 0.02], [-0.06, 0.03, -0.01], [-0.09, -0.01, -0.02], [0.11, -0.08, -0.07], [0.02, 0.08, 0.02], [-0.03, 0.04, 0.03], [-0.06, 0.08, 0.04], [0.04, -0.98, 0.48], [-0.01, -0.02, 0.02], [0.06, 0.07, -0.09], [-0.66, -0.41, 0.68], [0.06, -0.15, -0.04], [-0.02, 0.06, -0.03], [0.10, -0.22, 0.00], [-0.05, 0.08, -0.01], [-0.02, -0.01, -0.03], [0.00, 0.03, -0.02], [-0.01, -0.04, 0.03], [0.05, 0.02, -0.06], [0.00, -0.03, 0.01], [-0.02, -0.02, 0.00], [0.05, -0.01, 0.00], [0.05, 0.05, 0.05], [0.03, -0.01, -0.02], [0.06, 0.20, 0.26], [0.19, 0.13, 0.00], [-0.04, 0.02, -0.15], [-0.11, 0.02, 0.04], [0.10, -0.02, 0.03], [-0.04, -0.02, 0.07], [0.10, 0.05, -0.08], [0.00, -0.15, 0.10], [-0.01, 0.13, -0.08], [0.12, -0.04, -0.03], [-0.17, 0.07, -0.04]], "nbo_charge": [0.462, -0.625, -0.017, -0.227, -0.173, -0.344, -0.118, -0.228, 2.331, -0.952, -0.953, -0.875, -0.228, -0.558, 0.777, -0.803, -0.764, 0.209, 0.216, 0.212, 0.202, 0.242, 0.229, 0.204, 0.403, 0.235, 0.197, 0.226, 0.193, -0.597, -0.089, -0.246, -0.828, 1.671, -0.845, -0.230, -0.859, -0.249, 0.173, 0.179, 0.169, 0.167, 0.178, 0.166, 0.160, 0.195, 0.172, 0.024, -0.085, -0.401, 0.026, 0.022, -0.140, -0.001, -0.104, 0.001, -0.100, -0.001], "e_lumo_ev": 3.482, "e_homo_ha": -0.0658, "charge": -2, "spin_multiplicity": 1, "energy_ha": -4587.21426, "orbital_gap_ev": 5.3}

=====

Record 2
{"formula": "C20H21BFeO7", "method": "wB97M-V/def2-TZVPD", "species": ["C", "C", "C", "C", "C", "B", "O", "C", "C", "C", "C", "O", "C", "O", "O", "H", "H", "H", "H", "H", "H", "H", "H", "H", "H", "H", "H", "H", "H", "O", "C", "Fe", "C", "O", "C", "O", "C", "C", "C", "C", "C", "C", "C", "H", "H", "H", "H", "H", "H", "H"], "positions_angstrom": [[5.657, -0.760, 1.352], [4.564, -0.160, 0.619], [4.408, 0.612, -0.521], [3.134, 0.287, -1.082], [2.723, -0.869, -0.414], [0.718, 1.566, 0.759], [0.449, 0.639, 1.793], [-0.795, 1.204, 2.239], [-1.076, 2.475, 1.324], [-2.324, 3.203, 1.725], [-1.167, 1.979, -0.176], [0.116, 1.385, -0.499], [0.236, 3.434, 1.501], [1.402, 2.731, 1.076], [3.382, -0.901, 0.773], [6.469, -0.046, 1.507], [5.249, -1.160, 2.293], [6.087, -1.616, 0.782], [5.149, 1.219, -1.041], [2.613, 0.845, -1.857], [-1.606, 0.459, 2.171], [-0.606, 1.482, 3.289], [-2.459, 4.089, 1.098], [-3.210, 2.570, 1.592], [-2.266, 3.527, 2.765], [-1.970, 1.229, -0.315], [-1.293, 2.807, -0.894], [0.150, 4.348, 0.886], [0.361, 3.656, 2.579], [-5.150, -4.048, -1.861], [-4.216, -3.355, -1.686], [-3.365, -1.868, -1.677], [-3.669, -1.447, -3.330], [-4.319, -1.302, -4.291], [-4.563, -0.818, -0.974], [-5.596, -0.326, -0.805], [1.520, -1.627, -0.496], [0.511, -1.641, 0.680], [-0.841, -1.768, 0.591], [-1.661, -2.515, -0.384], [-1.410, -2.514, -1.775], [-0.437, -1.568, -2.291], [0.706, -1.140, -1.725], [1.876, -2.692, -0.608], [0.989, -1.635, 1.669], [-1.392, -1.573, 1.529], [-2.251, -3.338, 0.032], [-1.471, -3.456, -2.305], [-0.541, -1.294, -3.341], [1.187, -0.312, -2.276]], "atomic_forces_ev_per_a": [[0.61, 0.32, 0.83], [-1.18, -2.02, -0.72], [-1.26, 0.51, -1.60], [2.24, 0.55, -0.20], [-0.47, 3.35, 3.10], [1.03, -0.50, 0.01], [0.43, 0.54, -0.92], [-0.11, 0.81, 0.08], [0.55, -0.16, 0.10], [-0.37, 0.30, 0.01], [0.20, 0.44, 0.23], [0.52, -0.10, 0.72], [-1.31, 0.16, 0.33], [0.29, -1.09, -0.70], [1.20, -1.12, -0.66], [-0.05, -0.14, 0.16], [0.43, 0.16, -0.19], [-0.42, 0.44, 0.10], [-0.23, 0.16, 0.65], [0.48, -0.46, -0.07], [0.15, 0.31, -0.02], [-0.59, 0.12, -0.32], [-0.02, -0.04, 0.10], [0.14, 0.08, 0.13], [-0.11, -0.02, -0.03], [0.25, 0.28, 0.18], [-0.27, -0.16, 0.50], [-0.23, -0.33, 0.40], [-0.33, 0.13, -0.57], [4.40, 2.64, 0.88], [-7.47, -6.96, -0.90], [4.93, 0.78, 1.75], [-3.67, 1.63, -7.47], [2.91, -0.44, 3.49], [-6.02, 3.82, 2.14], [3.26, -1.28, -0.28], [-3.53, -1.93, -1.42], [0.39, -0.24, 0.23], [-0.51, -0.55, 0.95], [1.98, 0.14, -1.46], [1.77, -0.59, 2.47], [1.23, -0.01, -0.38], [0.51, 0.14, -0.86], [-0.45, 0.47, -0.21], [-0.51, 0.54, -0.42], [0.62, -0.49, -0.32], [0.02, 0.34, 0.14], [-0.81, -0.10, -0.39], [-0.32, 0.46, 0.28], [-0.32, -0.93, 0.15]], "nbo_charge": [-0.714, 0.527, -0.193, -0.211, 0.521, 1.333, -0.754, -0.060, -0.158, -0.609, -0.056, -0.766, -0.064, -0.724, -0.433, 0.281, 0.281, 0.302, 0.285, 0.282, 0.178, 0.217, 0.237, 0.222, 0.241, 0.171, 0.215, 0.212, 0.208, -0.337, 0.467, 0.413, 0.497, -0.342, 0.492, -0.334, -0.448, 0.029, -0.277, -0.216, -0.424, -0.176, -0.097, 0.306, 0.252, 0.239, 0.259, 0.283, 0.231, 0.216], "e_lumo_ev": [-6.462, -9.521], "e_homo_ha": [-0.5482, -0.5507], "charge": 2, "spin_multiplicity": 5, "energy_ha": -2589.16136, "orbital_gap_ev": [8.5, 5.5], "relative_energy_kj_mol": 220.6}

=====

Record 3
{"formula": "C20H21ClN2O5S", "method": "wB97M-V/def2-TZVPD", "species": ["C", "H", "H", "H", "C", "C", "C", "C", "C", "C", "C", "H", "H", "H", "H", "H", "H", "C", "N", "C", "O", "C", "C", "H", "H", "S", "O", "O", "C", "C", "C", "C", "C", "C", "Cl", "H", "N", "C", "O", "C", "H", "O", "H", "H", "H", "H", "H", "H", "H", "H"], "positions_angstrom": [[2.800, 0.822, -2.593], [2.918, 0.365, -3.573], [1.793, 0.618, -2.240], [2.912, 1.899, -2.700], [3.861, 0.279, -1.638], [3.869, 0.937, -0.279], [5.049, 0.938, 0.458], [5.092, 1.470, 1.732], [3.950, 2.014, 2.294], [2.773, 2.025, 1.567], [2.731, 1.491, 0.289], [1.802, 1.513, -0.258], [1.878, 2.454, 1.996], [3.978, 2.428, 3.292], [6.016, 1.456, 2.290], [5.944, 0.510, 0.028], [4.845, 0.437, -2.096], [3.713, -1.247, -1.448], [2.496, -1.619, -0.769], [2.470, -1.895, 0.545], [3.452, -1.924, 1.258], [1.072, -2.214, 1.086], [0.190, -0.979, 1.153], [0.758, -0.086, 1.403], [-0.627, -1.106, 1.860], [-0.616, -0.619, -0.453], [-0.368, -1.690, -1.387], [-0.234, 0.697, -0.887], [-2.389, -0.558, -0.118], [-3.051, 0.641, -0.310], [-4.419, 0.725, -0.105], [-5.120, -0.419, 0.313], [-4.453, -1.621, 0.499], [-3.084, -1.688, 0.280], [-2.250, -3.168, 0.516], [-4.992, -2.498, 0.821], [-6.479, -0.302, 0.573], [-7.211, 0.808, 0.272], [-8.378, 0.911, 0.552], [-6.440, 1.867, -0.506], [-6.833, 2.855, -0.256], [-5.047, 1.916, -0.261], [-6.626, 1.681, -1.576], [-6.961, -1.075, 1.014], [-2.488, 1.506, -0.623], [0.601, -2.963, 0.447], [1.199, -2.628, 2.087], [1.632, -1.608, -1.292], [4.539, -1.613, -0.832], [3.737, -1.743, -2.423]], "atomic_forces_ev_per_a": [[0.25, -0.06, 0.12], [-0.02, -0.03, -0.11], [-0.11, 0.02, 0.01], [-0.07, 0.11, -0.04], [-0.09, -0.20, -0.05], [0.15, 0.08, -0.11], [-0.05, 0.06, 0.01], [0.11, -0.01, 0.02], [-0.04, 0.03, 0.12], [-0.08, 0.04, 0.11], [0.04, 0.02, -0.09], [-0.05, 0.02, -0.08], [-0.06, 0.05, 0.03], [0.01, 0.04, 0.07], [0.08, 0.00, 0.04], [0.09, -0.06, -0.06], [-0.05, -0.03, 0.06], [0.34, 0.14, 0.00], [0.02, 0.23, -0.61], [-0.50, -0.38, 0.34], [0.21, 0.01, 0.22], [0.33, -0.11, -0.04], [-0.41, -0.04, -0.45], [-0.05, 0.13, -0.03], [-0.03, 0.01, 0.07], [-0.38, 0.20, 0.06], [-0.06, -0.29, 0.09], [-0.13, 0.47, 0.23], [0.61, -0.19, 0.01], [-0.27, 0.16, 0.00], [0.27, -0.57, -0.03], [0.36, 0.34, -0.16], [0.27, 0.14, -0.10], [-0.28, 0.21, 0.00], [-0.11, -0.49, 0.22], [-0.05, -0.12, 0.03], [0.01, -0.42, 0.23], [0.15, 0.20, -0.01], [-0.16, 0.13, -0.09], [-0.43, 0.19, -0.29], [-0.01, -0.25, -0.01], [0.16, 0.01, 0.25], [0.02, 0.02, 0.16], [-0.04, 0.19, -0.05], [0.02, 0.18, -0.05], [0.02, -0.03, 0.10], [0.00, 0.09, -0.10], [0.05, -0.19, 0.08], [-0.07, -0.02, -0.17], [0.05, 0.00, 0.05]], "nbo_charge": [-0.618, 0.208, 0.220, 0.217, -0.245, -0.023, -0.139, -0.218, -0.221, -0.207, -0.253, 0.235, 0.205, 0.210, 0.210, 0.197, 0.209, -0.215, -0.642, 0.684, -0.623, -0.515, -0.634, 0.271, 0.247, 2.149, -0.950, -0.954, -0.285, -0.214, 0.240, 0.189, -0.276, -0.044, 0.046, 0.234, -0.616, 0.655, -0.563, -0.167, 0.233, -0.467, 0.203, 0.420, 0.266, 0.246, 0.249, 0.422, 0.231, 0.197], "e_lumo_ev": 0.080, "e_homo_ha": -0.3208, "charge": 0, "spin_multiplicity": 1, "energy_ha": -2118.85513, "orbital_gap_ev": 8.8, "smiles": "C[C@H](CNC(=O)CCS(=O)(=O)c1cc2c(cc1Cl)NC(=O)CO2)c1ccccc1", "relative_energy_kj_mol": 10.3}

=====

Record 4
{"formula": "C20H21ClN2O6S", "method": "wB97M-V/def2-TZVPD", "species": ["C", "H", "O", "C", "C", "C", "C", "C", "C", "H", "C", "C", "C", "O", "O", "C", "C", "O", "N", "C", "C", "C", "C", "C", "C", "H", "H", "Cl", "S", "O", "O", "N", "C", "H", "H", "H", "C", "H", "H", "H", "H", "H", "H", "H", "H", "H", "H", "H", "H", "H", "H"], "positions_angstrom": [[5.191, 3.633, 1.298], [4.176, 3.792, 0.921], [5.996, 2.970, 0.351], [5.637, 1.725, -0.054], [6.481, 1.124, -0.993], [6.202, -0.142, -1.468], [5.089, -0.832, -1.025], [4.234, -0.250, -0.088], [4.521, 1.034, 0.393], [3.852, 1.471, 1.117], [3.055, -0.915, 0.418], [2.575, -2.117, 0.061], [1.364, -2.633, 0.684], [0.725, -2.071, 1.554], [1.017, -3.828, 0.180], [-0.076, -4.523, 0.770], [-1.451, -4.079, 0.237], [-2.158, -4.827, -0.396], [-1.747, -2.802, 0.585], [-2.876, -2.058, 0.259], [-2.892, -0.712, 0.627], [-3.985, 0.076, 0.334], [-5.083, -0.456, -0.321], [-5.075, -1.795, -0.694], [-3.981, -2.590, -0.409], [-3.973, -3.627, -0.700], [-5.929, -2.208, -1.205], [-6.430, 0.541, -0.659], [-3.966, 1.804, 0.829], [-5.108, 2.083, 1.643], [-2.666, 2.086, 1.370], [-4.174, 2.550, -0.665], [-2.966, 2.523, -1.452], [-3.204, 2.800, -2.479], [-2.205, 3.204, -1.055], [-2.572, 1.509, -1.435], [-4.850, 3.827, -0.623], [-5.641, 3.752, 0.119], [-5.285, 4.032, -1.602], [-4.174, 4.643, -0.347], [-2.060, -0.258, 1.144], [-1.040, -2.304, 1.131], [0.071, -5.573, 0.512], [-0.055, -4.389, 1.858], [3.029, -2.753, -0.681], [2.494, -0.376, 1.174], [4.886, -1.821, -1.403], [6.862, -0.595, -2.192], [7.346, 1.673, -1.330], [5.149, 3.084, 2.243], [5.668, 4.598, 1.463]], "atomic_forces_ev_per_a": [[-0.13, 0.11, 0.16], [0.03, -0.02, 0.02], [0.16, -0.17, -0.21], [0.15, -0.16, -0.19], [-0.13, 0.17, 0.18], [0.01, 0.06, 0.02], [-0.24, 0.02, 0.19], [0.70, 0.23, -0.38], [-0.05, 0.04, 0.06], [-0.06, 0.07, 0.08], [-0.64, -0.65, 0.10], [0.35, 0.42, -0.03], [-0.28, 0.14, 0.37], [0.16, -0.09, 0.00], [0.24, 0.12, -0.28], [-0.35, -0.28, 0.31], [0.58, 0.08, 0.22], [-0.18, -0.25, -0.16], [0.23, 0.35, 0.31], [-0.51, 0.22, -0.20], [0.10, -0.13, 0.01], [-0.01, 0.52, 0.08], [0.10, -0.23, -0.02], [0.04, 0.42, 0.13], [0.13, -0.12, 0.03], [-0.01, 0.00, 0.00], [-0.09, -0.02, -0.05], [-0.77, -0.17, -0.31], [0.00, -0.03, -0.41], [-0.15, 0.04, -0.10], [0.18, -0.14, -0.18], [0.22, -0.51, 1.01], [0.38, -0.04, -0.13], [-0.02, -0.05, 0.00], [0.01, -0.02, -0.08], [0.16, 0.00, -0.19], [-0.27, 0.18, 0.25], [-0.11, 0.20, -0.09], [0.02, -0.02, 0.01], [-0.02, 0.02, -0.03], [0.16, 0.00, 0.05], [-0.13, -0.33, -0.18], [-0.11, 0.22, 0.03], [0.04, -0.06, -0.16], [0.13, -0.01, -0.11], [-0.07, 0.00, 0.05], [-0.02, -0.12, -0.05], [0.06, -0.03, -0.06], [0.11, 0.07, -0.04], [-0.01, 0.01, -0.04], [-0.08, -0.06, 0.02]], "nbo_charge": [-0.255, 0.178, -0.488, 0.300, -0.236, -0.189, -0.196, -0.109, -0.227, 0.212, -0.064, -0.332, 0.774, -0.645, -0.484, -0.167, 0.655, -0.590, -0.620, 0.139, -0.162, -0.372, -0.035, -0.209, -0.206, 0.261, 0.234, 0.048, 2.319, -0.926, -0.947, -0.665, -0.421, 0.208, 0.194, 0.214, -0.424, 0.242, 0.205, 0.183, 0.244, 0.440, 0.225, 0.210, 0.222, 0.224, 0.210, 0.219, 0.228, 0.178, 0.204], "e_lumo_ev": -0.560, "e_homo_ha": -0.3183, "charge": 0, "spin_multiplicity": 1, "energy_ha": -2194.04944, "orbital_gap_ev": 8.1, "smiles": "COc1cccc(/C=C/C(=O)OCC(=O)Nc2ccc(Cl)c(S(=O)(=O)N(C)C)c2)c1", "relative_energy_kj_mol": 30.8}